[1]
Entry from the Open Molecules 2025 dataset: 2 unconnected molecules or ions with the total composition C3H9N (ωB97M-V with the def2-TZVPD basis set).

Summary:
- HOMO energy (eV) = -6.8
- orbital gap (eV) = 5.46

XYZ file:
```
13
Properties=species:S:1:pos:R:3:forces:R:3
C -1.90278 0.34290 -0.61013 0.5 -0.9 3.7
C 2.42543 0.07102 0.32888 -4.2 -0.7 -1.1
C 1.06357 -0.44232 -0.00999 4.8 1.5 2.9
N -1.47147 -0.20599 0.74033 2.0 2.5 -0.5
H -2.92726 0.09850 -0.37925 -1.0 0.4 -1.8
H -1.40953 0.01867 -1.51612 -0.2 -0.8 -0.4
H 2.42899 0.90574 -0.37012 2.1 0.4 0.8
H 3.06352 -0.27283 1.14490 -0.1 0.6 -0.4
H 0.64794 -1.05408 0.78636 0.1 -1.8 -1.7
H 0.29636 0.37418 0.34740 -1.7 0.3 0.9
H 1.07816 -0.05622 -1.02634 -1.8 -1.6 -0.8
H -1.63223 -1.17215 1.02835 0.1 -0.2 -1.2
H -1.66071 1.39258 -0.46427 -0.5 0.3 -0.4
```
Positions in Å, forces in eV/Å.

[2]
Entry from the Open Molecules 2025 dataset: a gas-phase ion, C3H9N2 (charge +1) (ωB97M-V with the def2-TZVPD basis set).

Summary:
- SMILES = C/C([NH3+])=C\N
- total charge = +1
- HOMO energy (eV) = -12.8
- orbital gap (eV) = 8.97

XYZ file:
```
14
Properties=species:S:1:pos:R:3:forces:R:3
C -0.37907 -1.34716 0.23956 1.7 -0.5 -0.7
C 0.32735 -0.00232 -0.00505 -3.3 2.4 -0.3
C -0.39951 1.13202 -0.35087 1.9 -1.0 4.5
N -1.73745 1.09509 -0.53091 0.9 -2.0 -4.2
N 1.77974 0.19739 0.25244 -0.2 -5.2 -1.7
H -0.51044 -1.69917 1.33370 0.3 0.9 -1.8
H -1.32034 -1.43706 -0.36414 0.9 0.3 1.0
H 0.33011 -1.99963 -0.30110 -0.6 -0.9 0.6
H -0.03290 2.05168 0.15529 0.2 0.1 -1.4
H -2.03612 0.38805 -1.20826 -0.1 0.4 0.7
H -2.42145 1.35414 0.08142 -1.6 1.4 1.9
H 2.22170 -0.58789 -0.36703 -0.4 1.9 0.8
H 2.13795 1.06803 -0.10107 0.3 0.8 0.6
H 2.04042 -0.21315 1.16602 0.1 1.4 0.1
```
Positions in Å, forces in eV/Å.

[3]
Entry from the Open Molecules 2025 dataset: a gas-phase ion, C3H9N2 (charge +1) (ωB97M-V with the def2-TZVPD basis set).

Summary:
- SMILES = CC/[NH+]=C/N
- total charge = +1
- HOMO energy (eV) = -15.4
- orbital gap (eV) = 11.55

XYZ file:
```
14
Properties=species:S:1:pos:R:3:forces:R:3
C -1.39443 1.61787 0.43717 -0.6 0.7 -1.5
C -1.10204 0.12408 0.28782 -0.4 -1.6 0.4
N 2.23923 -1.38723 -0.61857 -0.5 -0.4 0.8
C 1.06090 -1.14483 -0.02007 1.8 -0.3 -1.4
N 0.14790 -0.38824 -0.51565 -2.4 3.1 1.0
H -0.61789 2.24746 0.04592 0.8 0.4 0.6
H -2.23692 1.98581 -0.15412 0.0 -0.8 -0.9
H -1.84651 1.95138 1.36324 1.1 -0.4 0.9
H -0.96916 -0.28905 1.31171 -0.3 -0.1 -0.9
H -1.96769 -0.32884 -0.25218 0.8 0.0 0.7
H 2.76372 -0.68486 -1.10312 -0.1 0.1 -0.6
H 2.74547 -2.21512 -0.31946 0.1 0.5 0.1
H 0.94498 -1.68899 0.89044 -0.9 -0.2 0.5
H 0.23244 0.20055 -1.35312 0.7 -0.9 0.2
```
Positions in Å, forces in eV/Å.

[4]
Entry from the Open Molecules 2025 dataset: 2 unconnected molecules or ions with the total composition C3H9N2 (ωB97M-V with the def2-TZVPD basis set).

Summary:
- total charge = +1
- HOMO energy (eV) = -13.1
- orbital gap (eV) = 4.57

XYZ file:
```
14
Properties=species:S:1:pos:R:3:forces:R:3
C 0.29161 -1.46141 0.99772 -0.9 -0.4 0.2
C 0.90228 -0.60037 -0.08850 0.0 -2.7 1.4
C 0.27909 0.55037 -0.41602 2.6 1.8 0.4
N -3.00970 2.13972 -0.01443 0.5 1.0 0.1
N 2.14837 -0.93692 -0.44794 -1.4 1.4 -0.1
H 0.37079 -2.54142 0.85733 -0.2 0.2 -0.5
H 0.75641 -1.30146 1.98247 0.4 0.6 -0.5
H -0.73462 -1.14578 1.19923 -0.1 -0.3 -0.3
H 0.52898 1.23088 -1.22830 -1.6 -0.3 -0.8
H -3.92825 1.99368 -0.41046 0.2 -0.6 -0.1
H -2.60602 2.95596 -0.46590 -0.2 0.0 0.2
H -2.32757 1.40440 -0.11679 -0.4 -0.5 -0.1
H 2.62567 -0.33544 -1.10008 0.5 -0.4 -0.2
H 2.55883 -1.76653 -0.04971 0.4 0.2 0.3
```
Positions in Å, forces in eV/Å.

[5]
Entry from the Open Molecules 2025 dataset: a gas-phase ion, C3H9N2 (charge +1) (ωB97M-V with the def2-TZVPD basis set).

Summary:
- SMILES = C=[NH+]CNC
- total charge = +1
- HOMO energy (eV) = -13.6
- orbital gap (eV) = 8.33

XYZ file:
```
14
Properties=species:S:1:pos:R:3:forces:R:3
C 0.23631 -0.42560 0.44012 -0.4 -2.3 -0.6
C 2.28353 0.88598 0.41102 -2.9 -3.8 0.5
C -2.12368 -0.53302 -0.63943 3.4 -1.3 4.3
N 1.02516 0.80400 0.66572 2.5 -1.3 -1.0
N -0.68396 -0.11183 -0.59618 0.4 0.2 -3.2
H 0.91990 -1.34783 0.13410 -0.8 2.1 1.1
H -0.26777 -0.60767 1.41975 0.2 -0.2 -0.9
H 2.85686 -0.02168 0.22192 -0.3 0.1 -0.2
H 2.74049 1.76037 0.43160 2.0 4.0 0.2
H -2.63932 0.11986 -1.21324 -1.8 2.6 -1.1
H -2.33026 -1.49882 -1.05823 0.4 -0.9 0.1
H -2.22745 -0.50341 0.49650 -1.6 -0.2 -1.6
H 0.47586 1.60510 0.86827 -0.6 1.1 0.1
H -0.26567 -0.12545 -1.58191 -0.5 0.0 2.2
```
Positions in Å, forces in eV/Å.

[6]
Entry from the Open Molecules 2025 dataset: 2 unconnected molecules or ions with the total composition C3H9N2 (ωB97M-V with the def2-TZVPD basis set).

Summary:
- total charge = +1
- HOMO energy (eV) = -13.5
- orbital gap (eV) = 7.33

XYZ file:
```
14
Properties=species:S:1:pos:R:3:forces:R:3
C -0.77975 -1.58771 0.60970 -1.1 -1.6 -0.7
C 0.64181 2.54763 -0.33530 -3.3 -1.8 -0.8
C 0.45539 1.37127 -1.18129 -0.7 -0.2 0.2
N -0.77758 -2.85659 1.07438 1.6 -3.0 1.1
N 0.25195 -0.91860 0.30903 -0.6 2.8 -0.8
H -1.81588 -1.22590 0.35233 1.2 -0.2 0.4
H -0.29450 2.99747 0.05418 0.2 -0.9 0.4
H 1.42303 2.60305 0.30669 2.5 0.2 1.6
H 0.65206 3.27171 -1.10431 0.9 1.4 -1.8
H 1.30741 0.73445 -1.57823 -1.3 0.8 0.7
H -0.58219 1.34999 -1.66696 1.8 -0.5 0.5
H -1.56826 -3.43543 1.24344 -1.5 0.8 -0.1
H -0.02565 -3.62558 1.23073 -0.5 3.1 -0.7
H 1.11216 -1.22577 0.68563 1.1 -0.7 0.2
```
Positions in Å, forces in eV/Å.

[7]
Entry from the Open Molecules 2025 dataset: 2 unconnected molecules or ions with the total composition C3H9N2 (ωB97M-V with the def2-TZVPD basis set).

Summary:
- total charge = +1
- HOMO energy (eV) = -14.6
- orbital gap (eV) = 11.36

XYZ file:
```
14
Properties=species:S:1:pos:R:3:forces:R:3
C -1.95020 -0.46481 0.42775 -1.5 -0.4 -1.8
C -1.46146 0.95358 0.10673 -1.6 -1.1 0.5
C 2.79809 0.15984 0.35333 -2.5 -0.5 -1.4
N 1.78490 -0.28980 -0.29076 0.2 1.8 -0.3
N -0.91416 -0.14375 -0.60373 0.5 -2.4 -2.3
H -1.58315 -1.12887 1.17667 0.6 0.4 0.9
H -2.94243 -0.97372 0.04477 2.0 1.9 0.4
H -2.03970 1.59503 -0.49286 -1.0 0.7 -0.3
H -0.74411 1.43402 0.70447 0.6 0.5 1.0
H 2.81737 1.23467 0.37895 0.4 0.3 1.0
H 3.45769 -0.52677 0.80142 1.6 -0.3 0.3
H 1.80289 -1.21093 -0.65392 0.5 -1.7 0.7
H 0.10834 -0.26729 -0.31602 -0.4 0.0 -0.9
H -1.13407 -0.37120 -1.63681 0.5 0.9 2.2
```
Positions in Å, forces in eV/Å.

[8]
Entry from the Open Molecules 2025 dataset: a molecular structure, C3H9N2O (ωB97M-V with the def2-TZVPD basis set).

Summary:
- total charge = -1
- HOMO energy (eV) = -2.8
- orbital gap (eV) = 7.35

XYZ file:
```
15
Properties=species:S:1:pos:R:3:forces:R:3
C 2.16503 0.52922 1.04828 0.1 -0.6 0.2
C 1.68200 -0.69760 1.38461 -0.3 0.1 -0.3
N 0.75583 -1.42414 0.72494 -0.7 -0.5 -0.1
H 1.81705 1.02679 0.15390 0.1 0.1 0.0
H 3.00418 0.91549 1.61055 -0.1 0.2 0.0
H 2.07080 -1.17702 2.28764 0.2 0.1 0.0
H -0.17316 -1.14577 -0.10398 0.2 0.8 -0.2
H 0.48548 -2.26296 1.22086 0.2 0.0 0.1
N -2.44829 1.05370 -1.48669 0.2 0.6 0.0
C -1.16159 0.56732 -0.98394 0.5 0.1 0.3
O -1.08612 -0.79191 -0.90220 0.2 -0.5 0.2
H -3.18232 0.69705 -0.89130 -0.1 -0.2 0.0
H -2.57452 0.64939 -2.40402 -0.2 -0.2 -0.1
H -0.38772 1.00166 -1.65039 -0.1 -0.1 -0.2
H -0.96664 1.05878 -0.00826 -0.2 -0.1 0.0
```
Positions in Å, forces in eV/Å.

[9]
Entry from the Open Molecules 2025 dataset: 2 unconnected molecules or ions with the total composition C3H9N2O (ωB97M-V with the def2-TZVPD basis set).

Summary:
- total charge = +1
- HOMO energy (eV) = -14.7
- orbital gap (eV) = 11.50

XYZ file:
```
15
Properties=species:S:1:pos:R:3:forces:R:3
C -0.33286 0.35306 -2.70373 -0.4 0.4 1.3
N -0.81050 1.02072 -1.72490 0.3 -0.1 -0.6
H 0.14364 -0.57911 -2.41974 0.0 -0.2 -0.7
H -0.42727 0.72044 -3.71830 0.4 -0.3 -0.2
H -1.16202 1.90721 -2.07299 -0.4 0.2 0.2
O 0.46890 -0.68167 3.19818 -0.5 0.1 0.2
C 1.15043 -0.72800 2.22220 0.7 -0.2 -0.1
C 0.65266 -0.43153 0.83036 0.2 -0.1 0.2
N -0.76471 0.00112 0.85857 0.4 0.5 -0.3
H 2.21905 -1.00358 2.24432 0.0 0.0 0.1
H 1.29330 0.34313 0.41061 -0.2 0.1 -0.2
H 0.77663 -1.35140 0.25662 -0.2 0.1 -0.2
H -1.05604 0.36629 -0.11490 0.3 -0.4 0.1
H -1.32418 -0.74905 1.25598 -0.4 0.1 -0.1
H -0.82703 0.81237 1.47771 -0.2 -0.2 0.2
```
Positions in Å, forces in eV/Å.

[10]
Entry from the Open Molecules 2025 dataset: a gas-phase ion, C3H9N2O (charge +1) (ωB97M-V with the def2-TZVPD basis set).

Summary:
- SMILES = NCC(=[NH2+])CO
- total charge = +1
- HOMO energy (eV) = -14.8
- orbital gap (eV) = 10.86

XYZ file:
```
15
Properties=species:S:1:pos:R:3:forces:R:3
C 0.31800 1.35874 -0.35199 -0.4 0.6 1.8
C -0.49139 0.18664 0.12259 -0.5 -1.2 0.5
C 0.18454 -1.00988 0.80199 1.7 4.0 -0.3
N -1.75540 0.06301 -0.22874 -1.5 -0.1 1.3
N 0.55325 -1.45313 -0.48520 2.1 -1.8 -1.3
O 1.51363 1.39827 0.57966 -1.5 0.4 -3.0
H 0.31035 1.28789 -1.47277 1.3 0.1 0.9
H -0.33839 2.24448 -0.13203 0.7 -0.5 -0.1
H -0.47189 -1.59750 1.30915 -1.8 -1.7 1.6
H 1.08449 -0.72902 1.37029 -0.8 0.0 0.1
H -2.17791 0.83411 -0.78826 0.2 -1.1 0.6
H -2.44912 -0.64550 0.26769 2.1 2.0 -1.6
H 2.13955 2.06310 0.22193 -0.4 -0.5 0.3
H 0.02411 -2.27807 -0.66389 -0.4 -0.6 -0.9
H 1.55618 -1.72313 -0.55041 -1.0 0.5 0.0
```
Positions in Å, forces in eV/Å.